[1]
2 unconnected molecules or ions with the total composition C2H6IN3 in a non-equilibrium geometry. Source: the Open Molecules 2025 dataset; level of theory: wB97M-V/def2-TZVPD.

Calculated values
Strongest force on any atom, eV/A: 5.19
Molecular weight, g mol⁻¹: 199.00
HOMO energy, Ha: -0.711
Energy above the lowest of the compared OMol25 structures with the same formula, charge and spin, eV: 3.997
Net charge: +2

Last column: Löwdin charge in e.
CARTESIAN COORDINATES (ANGSTROEM)
C: 0.993 0.030 -0.891  -0.27
C: -0.588 -0.025 1.749  -0.49
N: 0.053 0.613 -0.264  0.16
N: 1.275 -0.036 -2.131  0.26
N: -1.705 -0.627 1.520  0.17
I: 0.390 0.967 3.314  1.22
H: 1.707 -0.365 -0.190  0.16
H: -0.801 1.022 -0.628  0.12
H: 2.180 -0.238 -2.487  0.16
H: 0.616 0.236 -2.792  0.13
H: -1.773 -0.887 0.483  0.20
H: -2.347 -0.691 2.317  0.18

***

[2]
2 unconnected molecules or ions with the total composition C2H6INS in a non-equilibrium geometry. Source: the Open Molecules 2025 dataset; level of theory: wB97M-V/def2-TZVPD.

Calculated values
Strongest force on any atom, eV/A: 4.81
Molecular weight, g mol⁻¹: 203.05
HOMO energy (alpha / beta), Ha: -0.288 / -0.315
Energy above the lowest of the compared OMol25 structures with the same formula, charge and spin, eV: 3.035
Net charge: 0

Last column: Löwdin charge in e.
CARTESIAN COORDINATES (ANGSTROEM)
C: 0.052 -0.689 0.434  -0.24
C: 1.205 0.116 0.179  -0.08
N: -0.370 2.431 -0.442  -0.93
S: -1.909 1.866 -0.205  0.56
I: 0.077 3.679 1.203  0.59
H: -1.053 -0.324 0.278  0.02
H: -0.060 -1.542 -0.403  0.12
H: 0.320 -1.186 1.300  0.03
H: 1.777 0.434 0.989  0.02
H: 1.306 0.659 -0.789  0.05
H: -1.859 1.047 -1.234  -0.13

***

[3]
A molecular structure, C2H6IOP in a non-equilibrium geometry. Source: the Open Molecules 2025 dataset; level of theory: wB97M-V/def2-TZVPD.

Calculated values
Strongest force on any atom, eV/A: 7.34
Molecular weight, g mol⁻¹: 203.95
HOMO energy, Ha: -0.345
Energy above the lowest of the compared OMol25 structures with the same formula, charge and spin, eV: 2.701
Net charge: 0

Last column: Löwdin charge in e.
CARTESIAN COORDINATES (ANGSTROEM)
C: -1.049 0.511 -0.316  -0.38
C: 1.559 -0.419 -0.057  -1.10
O: 1.333 -1.416 -0.923  -0.18
P: 0.676 1.054 -0.705  0.80
I: 3.727 0.053 0.068  0.63
H: -1.327 -0.319 -0.765  -0.06
H: -1.777 1.418 -0.543  0.07
H: -1.309 0.369 0.831  0.08
H: 1.424 -0.858 0.991  0.07
H: 1.822 -2.211 -1.046  0.09
H: 0.826 1.897 0.582  -0.01

***

[4]
2 unconnected molecules or ions with the total composition C2H6IOP in a non-equilibrium geometry. Source: the Open Molecules 2025 dataset; level of theory: wB97M-V/def2-TZVPD.

Calculated values
Strongest force on any atom, eV/A: 3.51
Molecular weight, g mol⁻¹: 203.95
HOMO energy, Ha: -0.336
Energy above the lowest of the compared OMol25 structures with the same formula, charge and spin, eV: 1.648
Net charge: 0
Structure (SMILES): C=C.OPI

Last column: Löwdin charge in e.
CARTESIAN COORDINATES (ANGSTROEM)
C: 0.453 1.098 -0.290  -0.12
C: -0.705 0.604 0.025  -0.07
H: 1.345 0.516 -0.656  0.04
H: 0.659 2.196 -0.279  0.08
H: -0.949 -0.476 0.065  0.07
H: -1.361 1.369 0.436  0.06
O: 2.597 -0.553 1.561  -0.51
P: 3.482 -1.485 0.419  0.37
I: 5.038 0.253 -0.341  0.25
H: 2.001 0.005 1.043  -0.06
H: 4.403 -2.197 1.275  -0.12

***

[5]
C2H6N2 in the gas phase in a non-equilibrium geometry. Source: the Open Molecules 2025 dataset; level of theory: wB97M-V/def2-TZVPD.

Calculated values
Strongest force on any atom, eV/A: 4.27
Molecular weight, g mol⁻¹: 58.08
HOMO energy, Ha: -0.345
Energy above the lowest of the compared OMol25 structures with the same formula, charge and spin, eV: 1.189
Net charge: 0
Structure (SMILES): [H]/N=C(/C)N

Last column: Löwdin charge in e.
CARTESIAN COORDINATES (ANGSTROEM)
H: -2.025 -1.288 0.028  0.06
N: -0.982 -1.366 -0.022  0.10
C: -0.327 -0.303 -0.137  -0.60
C: 1.179 -0.272 -0.020  -0.08
N: -0.800 1.020 -0.144  0.03
H: 1.667 -0.912 -0.807  0.08
H: 1.638 0.740 -0.310  0.09
H: 1.657 -0.656 0.876  0.07
H: -0.211 1.820 0.442  0.16
H: -1.796 1.217 0.094  0.09

***

[6]
C2H6N2 in the gas phase in a non-equilibrium geometry. Source: the Open Molecules 2025 dataset; level of theory: wB97M-V/def2-TZVPD.

Calculated values
Strongest force on any atom, eV/A: 1.91
Molecular weight, g mol⁻¹: 58.08
HOMO energy, Ha: -0.328
Energy above the lowest of the compared OMol25 structures with the same formula, charge and spin, eV: 1.360
Net charge: 0
Structure (SMILES): [H]/N=C\NC

Last column: Löwdin charge in e.
CARTESIAN COORDINATES (ANGSTROEM)
H: -2.037 -0.583 1.594  0.03
N: -1.757 0.378 1.389  0.06
C: -0.947 0.441 0.411  -0.36
N: -0.028 -0.490 -0.031  -0.08
C: 1.211 -0.039 -0.651  -0.11
H: -0.820 1.432 -0.031  0.11
H: -0.252 -1.436 -0.291  0.12
H: 1.425 0.989 -0.367  0.08
H: 2.052 -0.622 -0.281  0.08
H: 1.154 -0.070 -1.741  0.08

***

[7]
C2H6N2 in the gas phase in a non-equilibrium geometry. Source: the Open Molecules 2025 dataset; level of theory: wB97M-V/def2-TZVPD.

Calculated values
Strongest force on any atom, eV/A: 1.41
Molecular weight, g mol⁻¹: 58.08
HOMO energy, Ha: -0.301
Energy above the lowest of the compared OMol25 structures with the same formula, charge and spin, eV: 1.374
Net charge: 0
Structure (SMILES): N/C=C/N

Last column: Löwdin charge in e.
CARTESIAN COORDINATES (ANGSTROEM)
N: -0.034 -1.843 0.484  -0.02
C: -0.321 -0.579 -0.147  -0.23
C: 0.344 0.551 0.069  -0.22
N: 0.073 1.744 -0.631  0.02
H: 0.008 -1.755 1.487  0.06
H: 0.739 -2.341 0.075  0.06
H: -1.171 -0.640 -0.825  0.09
H: 1.014 0.716 0.908  0.11
H: -0.073 2.544 -0.035  0.07
H: -0.578 1.603 -1.385  0.07

***

[8]
2 unconnected molecules or ions with the total composition C2H6N2 in a non-equilibrium geometry. Source: the Open Molecules 2025 dataset; level of theory: wB97M-V/def2-TZVPD.

Calculated values
Strongest force on any atom, eV/A: 5.11
Molecular weight, g mol⁻¹: 58.08
HOMO energy, Ha: -0.328
Energy above the lowest of the compared OMol25 structures with the same formula, charge and spin, eV: 4.366
Net charge: 0
Structure (SMILES): C=N.C=N

Last column: Löwdin charge in e.
CARTESIAN COORDINATES (ANGSTROEM)
C: 2.386 2.920 -5.400  -0.11
N: 3.294 2.432 -4.590  0.00
H: 1.835 2.359 -6.148  0.05
H: 1.886 3.839 -5.028  0.05
H: 4.180 2.186 -4.933  0.01
C: -2.912 -2.962 4.553  -0.22
N: -2.674 -2.505 5.674  -0.02
H: -3.401 -3.996 4.399  0.08
H: -3.034 -2.169 3.589  0.11
H: -2.648 -1.450 5.618  0.06

***

[9]
C2H6N2O in the gas phase in a non-equilibrium geometry. Source: the Open Molecules 2025 dataset; level of theory: wB97M-V/def2-TZVPD.

Calculated values
Strongest force on any atom, eV/A: 7.60
Molecular weight, g mol⁻¹: 74.08
HOMO energy, Ha: -0.336
Energy above the lowest of the compared OMol25 structures with the same formula, charge and spin, eV: 4.855
Net charge: 0
Structure (SMILES): [H]/N=C(\C)NO

Last column: Löwdin charge in e.
CARTESIAN COORDINATES (ANGSTROEM)
H: -1.953 0.000 0.341  0.14
N: -1.348 -0.584 -0.509  0.09
C: -0.289 0.093 -0.160  -0.55
C: -0.094 1.048 0.871  -0.09
N: 0.889 -0.453 -0.869  -0.05
O: 0.883 -1.917 -1.313  -0.12
H: -0.242 0.763 2.029  0.14
H: 1.055 1.227 0.900  0.10
H: -0.617 2.038 0.705  0.10
H: 1.798 -0.477 -0.292  0.14
H: -0.082 -1.737 -1.703  0.11

***

[10]
2 unconnected molecules or ions with the total composition C2H6N2O in a non-equilibrium geometry. Source: the Open Molecules 2025 dataset; level of theory: wB97M-V/def2-TZVPD.

Calculated values
Strongest force on any atom, eV/A: 2.00
Molecular weight, g mol⁻¹: 74.08
HOMO energy, Ha: -0.362
Energy above the lowest of the compared OMol25 structures with the same formula, charge and spin, eV: 1.738
Net charge: 0
Structure (SMILES): NC=O.C=N

Last column: Löwdin charge in e.
CARTESIAN COORDINATES (ANGSTROEM)
N: 0.235 -0.485 -1.920  0.12
C: 0.101 0.795 -1.469  -0.46
O: 0.596 1.794 -1.931  0.01
H: 1.004 -0.584 -2.570  0.10
H: 0.078 -1.223 -1.255  0.08
H: -0.747 0.925 -0.770  0.11
C: -0.459 -0.583 1.869  -0.15
N: 0.490 0.243 1.762  0.02
H: -0.252 -1.627 1.632  0.06
H: -1.400 -0.365 2.374  0.06
H: 0.353 1.111 2.279  0.05